C33H39N3O2 | wB97M-V/def2-TZVPD

Properties
LUMO level   -0.0095 Eh
ΔE to the lowest compared entry with this formula, charge and spin   107.7 kJ/mol
E_tot   -43415.9882 eV
Strongest force on any atom   2.48 eV/Å

Atoms and positions in Å:
O: -0.869 1.140 -2.625
O: -1.346 3.266 -3.273
N: -2.265 -0.963 1.910
N: -1.359 0.812 2.847
N: -2.591 2.399 -1.658
C: -0.086 3.381 -4.026
C: -2.874 -1.853 0.993
C: 0.531 2.095 3.730
C: -7.003 0.882 -1.538
C: -2.473 -1.766 -0.384
C: -4.776 1.730 -1.037
C: -5.288 3.041 -1.066
C: -1.401 3.277 2.840
C: -0.720 2.072 3.079
C: -1.425 -0.199 3.817
C: 1.358 0.874 3.972
C: -4.378 -2.804 2.787
C: -5.121 -4.026 -2.024
C: -2.756 3.329 2.216
C: -3.248 -2.477 -1.363
C: -3.935 -2.685 1.365
C: 0.399 4.525 3.932
C: 1.006 5.820 4.384
C: -0.237 4.701 -4.775
C: 1.053 3.313 4.176
C: -4.623 -3.403 0.373
C: -3.318 1.529 -1.028
C: -1.938 -1.287 3.242
C: -1.390 -0.946 -0.730
C: -1.548 2.155 -2.504
C: -4.315 -3.286 -0.989
C: -6.652 3.262 -1.272
C: -0.843 4.484 3.290
C: -7.521 2.187 -1.496
C: 0.081 2.263 -5.039
C: 1.078 3.436 -3.059
C: -5.649 0.652 -1.289
C: -1.957 0.351 1.717
H: -0.776 2.242 -5.726
H: -2.990 -2.361 -2.423
H: -2.942 0.571 -0.641
H: -1.048 -0.045 4.817
H: 1.130 2.510 -2.482
H: 2.040 5.663 4.708
H: 0.991 2.425 -5.633
H: -5.482 -3.353 -2.812
H: -0.531 -0.822 -0.071
H: -2.954 2.499 1.532
H: 1.007 6.571 3.585
H: -2.841 4.268 1.652
H: -5.989 -4.506 -1.564
H: -4.587 3.868 -0.963
H: -0.430 5.524 -4.076
H: -1.800 0.825 0.763
H: 0.662 4.940 -5.359
H: 1.330 0.161 3.142
H: 2.023 3.576 -3.594
H: 0.458 6.243 5.236
H: -3.555 3.340 2.973
H: -3.722 -3.476 3.355
H: 0.150 1.298 -4.532
H: 2.401 1.190 4.104
H: -7.654 0.040 -1.784
H: -7.031 4.285 -1.279
H: -1.309 -0.597 -1.755
H: 0.942 4.271 -2.365
H: -4.525 -4.807 -2.514
H: 1.998 3.320 4.726
H: -5.386 -3.228 2.829
H: -1.091 4.650 -5.467
H: -8.587 2.361 -1.680
H: -4.401 -1.837 3.296
H: -1.399 5.412 3.147
H: -5.228 -0.358 -1.334
H: 1.077 0.349 4.895
H: -5.460 -4.040 0.666
H: -2.038 -2.286 3.638